1.
The following is a quantum chemistry calculation of a cluster of 3 separate species, C7H18N2O in total, from OMol25.

Properties
Strongest force on any atom in eV Å⁻¹: 5.6
Calculated total energy in hartree: -462.128078
Energy above the lowest of the compared OMol25 structures with the same formula, charge and spin in kJ/mol: 403.7
Spin multiplicity: 1
HOMO level in eV: -6.50

Each atom is followed by the atoms it is bonded to, with distances in Å.
Positions of all 28 atoms, in Å:
1 C 0.04 0.73 -0.02  C2 1.424, C5 1.498, O10 1.358
2 C 0.82 -0.45 -0.19  C1 1.424, N8 1.429, H12 1.086
3 C -1.70 -0.59 0.05  C6 1.512, C7 1.513, H13 1.095
4 C 2.67 0.46 -0.34  N9 1.426, H18 1.089, H19 1.088
5 C -0.12 1.69 -1.15  C1 1.498, H20 1.087, H21 1.089, H22 1.090
6 C -2.70 -0.05 -0.93  C3 1.512, H23 1.092, H24 1.093, H25 1.100
7 C -2.20 -0.52 1.48  C3 1.513, H26 1.092, H27 1.094, H28 1.100
8 N 1.09 -1.30 0.93  C2 1.429, H14 1.012, H15 1.016
9 N 3.76 -0.44 -0.20  C4 1.426, H16 1.012, H17 1.012
10 O 0.14 1.37 1.18  C1 1.358, H11 0.976
11 H 0.35 0.68 1.83  O10 0.976
12 H 0.77 -0.90 -1.18  C2 1.086
13 H -1.45 -1.63 -0.22  C3 1.095
14 H 0.36 -1.69 1.51  N8 1.012
15 H 1.62 -2.11 0.64  N8 1.016
16 H 3.84 -0.84 0.73  N9 1.012
17 H 3.78 -1.18 -0.89  N9 1.012
18 H 2.72 1.24 0.42  C4 1.089
19 H 2.66 0.90 -1.34  C4 1.088
20 H -0.21 1.16 -2.10  C5 1.087
21 H -1.00 2.31 -0.98  C5 1.089
22 H 0.73 2.37 -1.21  C5 1.090
23 H -2.36 -0.14 -1.97  C6 1.092
24 H -2.92 1.01 -0.73  C6 1.093
25 H -3.67 -0.57 -0.87  C6 1.100
26 H -1.49 -0.97 2.18  C7 1.092
27 H -2.37 0.52 1.77  C7 1.094
28 H -3.15 -1.06 1.62  C7 1.100


2.
The following is a quantum chemistry calculation of the ion C7H18N3 with charge +1, from OMol25.

Properties
Strongest force on any atom in eV Å⁻¹: 3.8
Charge: +1
SMILES string: [H]/N=C(\N[NH+](C)C)C(C)(C)C
Calculated total energy in hartree: -441.412747
Energy above the lowest of the compared OMol25 structures with the same formula, charge and spin in kJ/mol: 473.1
Spin multiplicity: 1
HOMO level in eV: -13.90

Each atom is followed by the atoms it is bonded to, with distances in Å.
Positions of all 28 atoms, in Å:
1 H -0.62 -1.98 0.84  N2 1.028
2 N 0.26 -1.46 0.92  H1 1.028, C3 1.256
3 C 0.47 -0.52 0.11  N2 1.256, N4 1.521, C8 1.480
4 N -0.69 -0.01 -0.74  C3 1.521, N5 1.409, H12 1.051
5 N -1.95 -0.58 -0.44  N4 1.409, C6 1.478, C7 1.460, H13 1.020
6 C -2.62 -0.03 0.76  N5 1.478, H14 1.111, H15 1.173, H16 1.137
7 C -2.90 -0.62 -1.54  N5 1.460, H17 1.011, H18 1.170, H19 1.119
8 C 1.70 0.29 0.16  C3 1.480, C9 1.542, C10 1.545, C11 1.506
9 C 1.88 1.09 -1.14  C8 1.542, H20 1.172, H21 1.067, H22 1.146
10 C 1.49 1.14 1.43  C8 1.545, H23 1.188, H24 1.214, H25 1.127
11 C 2.90 -0.58 0.45  C8 1.506, H26 1.076, H27 1.145, H28 1.105
12 H -0.67 0.96 -1.13  N4 1.051
13 H -1.66 -1.54 -0.26  N5 1.020
14 H -2.74 1.07 0.70  C6 1.111
15 H -3.51 -0.78 0.91  C6 1.173
16 H -1.85 -0.08 1.60  C6 1.137
17 H -2.56 -1.07 -2.38  C7 1.011
18 H -3.77 -1.35 -1.24  C7 1.170
19 H -3.19 0.41 -1.85  C7 1.119
20 H 2.89 1.67 -1.01  C9 1.172
21 H 1.25 1.94 -1.21  C9 1.067
22 H 1.83 0.27 -1.95  C9 1.146
23 H 2.26 1.98 1.75  C10 1.188
24 H 0.43 1.73 1.55  C10 1.214
25 H 1.51 0.42 2.30  C10 1.127
26 H 3.62 0.10 0.88  C11 1.076
27 H 3.42 -0.94 -0.50  C11 1.145
28 H 2.81 -1.53 1.01  C11 1.105


3.
The following is a quantum chemistry calculation of an isolated molecule of C7H18N3O2P, from OMol25.

Properties
Strongest force on any atom in eV Å⁻¹: 5.3
Calculated total energy in hartree: -933.504795
Spin multiplicity: 1
HOMO level in eV: -5.99

Each atom is followed by the atoms it is bonded to, with distances in Å.
Positions of all 31 atoms, in Å:
1 C -2.12 0.80 -0.49  C3 1.546, N8 1.420, H14 1.120, H15 1.059
2 C -0.28 1.76 0.85  C6 1.561, N8 1.467, H16 1.122, H17 1.114
3 C -2.62 -0.65 -0.70  C1 1.546, N10 1.506, H18 1.087, H19 1.024
4 C -1.10 -2.48 0.34  C5 1.501, N10 1.513, H20 1.138, H21 1.060
5 C 0.23 -2.04 0.86  C4 1.501, N9 1.322, H22 1.049
6 C 0.90 0.90 1.40  C2 1.561, P13 1.776, H23 1.114
7 C 3.09 1.86 -0.74  P13 1.908, H24 1.078, H25 1.158, H26 1.131
8 N -1.56 1.05 0.79  C1 1.420, C2 1.467, H27 1.066
9 N 1.38 -2.68 0.70  C5 1.322, H28 1.014, H29 1.057
10 N -1.47 -1.60 -0.84  C3 1.506, C4 1.513, H30 0.998
11 O 1.03 0.09 -1.03  P13 1.591, H31 1.022
12 O 2.97 -0.59 0.60  P13 1.508
13 P 2.06 0.50 0.11  C6 1.776, C7 1.908, O11 1.591, O12 1.508
14 H -1.52 1.13 -1.37  C1 1.120
15 H -3.02 1.33 -0.64  C1 1.059
16 H -0.31 2.81 1.24  C2 1.122
17 H 0.06 2.01 -0.18  C2 1.114
18 H -3.04 -0.91 0.26  C3 1.087
19 H -3.33 -0.63 -1.44  C3 1.024
20 H -0.96 -3.58 0.09  C4 1.138
21 H -1.90 -2.37 1.03  C4 1.060
22 H 0.38 -1.03 1.09  C5 1.049
23 H 1.20 1.03 2.46  C6 1.114
24 H 4.09 2.09 -0.40  C7 1.078
25 H 3.15 1.36 -1.78  C7 1.158
26 H 2.49 2.81 -0.85  C7 1.131
27 H -2.13 1.39 1.63  N8 1.066
28 H 2.28 -2.26 0.87  N9 1.014
29 H 1.45 -3.70 0.41  N9 1.057
30 H -0.64 -1.09 -1.07  N10 0.998
31 H 1.41 -0.12 -1.95  O11 1.022


Among the records above, which one has the highest calculated total energy? C7H18N3